No. 1
The molecule C3H7NO in a non-equilibrium geometry, computed with wB97M-V/def2-TZVPD.

```
! wB97M-V def2-TZVPD RIJCOSX def2/J DEFGRID3
* xyz 0 1
O 1.28 -0.68 -0.04
N -0.09 -0.78 0.03
C 1.89 0.62 0.02
C -0.87 0.24 -0.07
C -2.29 0.19 0.02
H -2.91 -0.14 -0.88
H -2.62 1.24 0.26
H -2.53 -0.54 0.86
H 3.00 0.38 -0.10
H -0.41 1.27 -0.20
H 1.62 1.25 -0.78
H 1.82 1.15 1.08
*
```

Output
Energy above the lowest of the compared OMol25 structures with the same formula, charge and spin, kcal/mol: 83.2
Highest occupied orbital energy, eV: -9.434
Orbital gap, eV: 10.4



No. 2
A 2-piece molecular cluster, C3H7NO overall in a non-equilibrium geometry, computed with wB97M-V/def2-TZVPD.

```
! wB97M-V def2-TZVPD RIJCOSX def2/J DEFGRID3
* xyz 0 1
O 0.90 -0.41 -0.41
N -1.68 0.62 0.18
C 2.08 0.21 -0.05
C -0.55 0.93 0.18
C -2.28 -0.62 -0.33
H -1.55 -1.37 -0.38
H 2.47 0.88 -0.83
H -3.06 -0.87 0.43
H -2.70 -0.30 -1.21
H 0.05 1.73 0.63
H 1.91 0.73 0.88
H 2.91 -0.43 0.25
*
```

Output
Energy above the lowest of the compared OMol25 structures with the same formula, charge and spin, kcal/mol: 101.1
Highest occupied orbital energy, eV: -8.956
Orbital gap, eV: 9.7



No. 3
The molecule C3H7NO, computed with wB97M-V/def2-TZVPD.

```
! wB97M-V def2-TZVPD RIJCOSX def2/J DEFGRID3
* xyz 0 1
O 0.64 -0.86 -1.28
N -0.72 -0.57 0.54
C 1.58 0.50 0.48
C -1.62 0.50 -0.11
C 0.52 -0.31 -0.22
H -1.89 0.04 -1.06
H 1.69 0.19 1.52
H -2.52 0.51 0.52
H -0.61 -0.31 1.52
H 1.33 1.56 0.46
H -0.96 -1.57 0.48
H 2.52 0.34 -0.04
*
```

Output
Energy above the lowest of the compared OMol25 structures with the same formula, charge and spin, kcal/mol: 85.0
Highest occupied orbital energy, eV: -7.212
Orbital gap, eV: 7.7



No. 4
The molecule C3H7NO, computed with wB97M-V/def2-TZVPD.

```
! wB97M-V def2-TZVPD RIJCOSX def2/J DEFGRID3
* xyz 0 1
O 0.54 -0.44 -1.62
N -0.71 -0.24 0.30
C 0.54 -0.12 -0.47
C 1.75 0.36 0.29
C -2.04 0.38 -0.37
H -2.77 -0.23 0.20
H -0.60 0.17 1.22
H -1.99 -0.14 -1.35
H -0.92 -1.23 0.38
H 1.78 1.46 0.28
H 2.65 -0.01 -0.20
H 1.75 0.04 1.34
*
```

Output
Energy above the lowest of the compared OMol25 structures with the same formula, charge and spin, kcal/mol: 93.7
Highest occupied orbital energy, eV: -7.028
Orbital gap, eV: 7.4



No. 5
C3H7NO as an isolated structure in a non-equilibrium geometry, computed with wB97M-V/def2-TZVPD.

```
! wB97M-V def2-TZVPD RIJCOSX def2/J DEFGRID3
* xyz 0 1
O 1.68 0.88 0.29
N -1.07 1.30 -0.02
C 0.18 -0.88 -0.03
C -1.07 -0.11 0.47
C 1.45 -0.30 0.03
H 0.14 -1.95 -0.20
H -0.10 1.60 -0.04
H -1.30 1.34 -1.01
H 2.36 -0.92 -0.02
H -0.96 0.01 1.54
H -1.96 -0.52 0.03
H 0.64 -0.44 -1.05
*
```

Output
Energy above the lowest of the compared OMol25 structures with the same formula, charge and spin, kcal/mol: 71.6
Highest occupied orbital energy, eV: -9.169
Orbital gap, eV: 10.0



No. 6
C3H7NO as an isolated structure in a non-equilibrium geometry, computed with wB97M-V/def2-TZVPD.

```
! wB97M-V def2-TZVPD RIJCOSX def2/J DEFGRID3
* xyz 0 1
O 1.89 -0.34 0.27
N -1.55 -0.96 -0.35
C -0.56 -0.20 -0.15
C 0.03 1.08 -0.65
C 0.86 -0.18 -0.65
H -0.18 1.51 -1.61
H 1.81 -1.22 0.66
H 1.10 -0.57 -1.64
H -0.26 -0.10 2.39
H -0.95 -0.39 2.09
H 0.25 1.84 0.10
H -2.44 -0.48 -0.46
*
```

Output
Energy above the lowest of the compared OMol25 structures with the same formula, charge and spin, kcal/mol: 103.8
Highest occupied orbital energy, eV: -9.116
Orbital gap, eV: 9.6